[1]
The following is a quantum chemistry calculation of the molecule C5H13NS, from OMol25.

Structure (XYZ):
```
20
Properties=species:S:1:pos:R:3:forces:R:3
C -2.16488 0.58524 1.93904 -0.6 -2.8 0.5
S -0.58984 1.36117 2.02430 0.9 0.2 -0.6
C -0.31596 1.71497 0.23051 -1.7 0.8 0.8
C 0.56241 0.80688 -0.56402 1.0 -0.3 -1.0
C 0.59480 -0.73245 -0.37091 -0.2 0.9 -0.3
C 1.92480 -1.33825 -0.80357 0.6 -1.2 0.0
N -0.40233 -1.37173 -1.21376 -1.1 -1.3 1.3
H -2.30619 0.07035 2.99941 0.0 0.8 -2.4
H -2.10688 -0.21127 1.06739 -0.6 1.4 1.9
H -2.96442 1.31849 1.78999 0.1 -0.3 -0.1
H -1.31170 1.78006 -0.28112 0.7 0.4 0.8
H 0.14715 2.71176 0.38684 -0.3 -0.4 -1.0
H 1.51442 1.00614 -0.19228 2.0 0.8 0.5
H 0.60963 1.21696 -1.63423 -0.3 -1.1 1.1
H 0.45228 -0.87972 0.73268 -0.3 -0.2 -1.0
H 2.77560 -0.71252 -0.79766 0.9 1.2 0.5
H 1.80760 -1.54607 -1.87784 0.3 -0.5 0.4
H 2.26437 -2.25417 -0.21801 -0.9 0.9 -0.9
H -0.27176 -2.39396 -1.02734 -0.5 1.1 -1.0
H -0.21909 -1.13187 -2.18942 0.0 -0.4 0.4
```
Forces are in eV/Å.

Its spin multiplicity is 1. The orbital gap is 9.3390 eV. The value obtained for the relative energy (zero: lowest compared OMol25 entry of this formula, charge and spin) is 1.3585 eV. For the largest force on an atom, the calculation gives 2.891 eV/A. The highest occupied orbital energy comes out at -0.30697 hartree. The total energy comes out at -651.19403 Ha.

Results of the Löwdin charge analysis, in e, for atoms 1 through 2: atom 1 (C): -0.4923, atom 2 (S): 0.7579

***

[2]
The following is a quantum chemistry calculation of the molecule C5H13NS, from OMol25.

Structure (XYZ):
```
20
Properties=species:S:1:pos:R:3:forces:R:3
C 1.15998 1.17652 -2.38299 -0.7 -2.4 -1.1
C 0.28340 1.70445 -1.28358 1.4 3.6 1.5
N 0.59582 1.26494 0.10153 -0.3 -1.7 -0.4
C -0.52246 0.43329 0.65902 1.5 1.1 0.7
C -0.09123 -0.57365 1.80179 -1.3 0.8 -1.7
C -0.33454 -2.01603 1.40256 -1.3 0.1 0.3
S -2.19745 -2.22743 1.20472 0.8 0.0 -0.3
H 0.75441 1.22961 -3.40001 -0.2 0.9 0.2
H 2.17966 1.54920 -2.40973 -0.1 0.2 0.3
H 1.20618 0.07175 -2.34302 0.3 0.1 0.5
H -0.78558 1.87495 -1.38027 -0.2 -1.0 -0.6
H 0.59753 2.77857 -1.21950 -0.3 -0.4 -0.3
H 1.42446 0.67221 0.05074 -0.1 0.1 0.0
H -1.08707 0.01214 -0.16512 -0.2 -0.6 0.1
H -1.13743 1.17297 1.18195 -0.4 -0.2 -0.4
H 0.92423 -0.39621 2.14488 0.0 0.1 0.1
H -0.84431 -0.25153 2.50685 0.4 -0.6 1.2
H 0.18132 -2.24690 0.47331 0.0 -0.3 0.1
H -0.15453 -2.71026 2.21327 0.7 -0.1 -0.1
H -2.15240 -3.51860 0.84360 0.0 0.1 0.0
```
Forces are in eV/Å.

Its spin multiplicity is 1. The orbital gap is 9.5237 eV. The value obtained for the relative energy (zero: lowest compared OMol25 entry of this formula, charge and spin) is 1.4550 eV. For the largest force on an atom, the calculation gives 4.131 eV/A. The highest occupied orbital energy comes out at -0.31754 hartree. The total energy comes out at -651.19049 Ha.

Results of the Löwdin charge analysis, in e, for atoms 1 through 2: atom 1 (C): -0.1129, atom 2 (C): -0.3061

***

[3]
The following is a quantum chemistry calculation of a structure of composition C5H13NS, from OMol25.

Structure (XYZ):
```
20
Properties=species:S:1:pos:R:3:forces:R:3
C -3.55469 0.89262 -0.93115 3.5 2.9 0.1
N -2.91283 0.35940 0.12059 -1.1 0.0 -2.2
C 0.25905 -0.58890 0.08057 1.0 0.4 -1.1
C 1.61538 -0.09738 0.51336 0.8 1.6 0.4
C 1.99145 -0.09871 1.98225 0.1 -0.6 0.4
S 4.42212 -0.96599 -0.52413 -1.0 0.2 0.3
C -0.04190 -0.23862 -1.39825 -1.0 -0.8 1.4
H -4.04115 1.86561 -0.75431 -1.0 -0.2 0.1
H -3.30023 0.85397 -2.00135 0.1 -1.2 -0.1
H -4.09484 0.26539 -0.13182 -1.6 -1.5 2.1
H 0.14346 -1.66211 0.22135 -0.2 0.0 0.3
H -0.49031 -0.01288 0.62311 0.1 -0.3 0.6
H 1.77152 0.89337 0.06826 -0.3 0.2 0.4
H 2.53317 -0.54127 0.01991 0.5 -1.1 -0.7
H 2.97608 0.33913 2.15569 -0.1 0.1 -0.2
H 2.06248 -1.13037 2.33793 -0.1 0.0 0.0
H 1.28225 0.40283 2.64188 -0.2 0.1 -0.3
H 0.41841 -0.95675 -2.06888 0.2 0.4 -0.4
H 0.07663 0.82157 -1.61250 0.5 -0.1 -0.2
H -1.11606 -0.40090 -1.34252 -0.3 -0.1 -1.0
```
Forces are in eV/Å.

Its spin multiplicity is 1. The orbital gap is 6.3721 eV. The value obtained for the relative energy (zero: lowest compared OMol25 entry of this formula, charge and spin) is 8.5761 eV. For the largest force on an atom, the calculation gives 4.551 eV/A. The highest occupied orbital energy comes out at -0.33591 hartree. The total energy comes out at -650.92879 Ha.

Results of the Löwdin charge analysis, in e, for atoms 1 through 2: atom 1 (C): -0.2044, atom 2 (N): 0.0365

***

- Number 3 is which compound?
  C5H13NS